(1)
Density functional theory data (ωB97M-V with the def2-TZVPD basis set) for a structure of composition C4H6O2S in a non-equilibrium geometry.

Computed properties:
HOMO, eV: -8.6
Multiplicity: 1

Geometry (Å):
C: 0.7120 0.0907 -2.1856
C: -0.3419 0.4514 0.0748
C: 1.0393 0.2655 0.8107
C: 1.2895 -1.1055 0.8067
H: 1.6647 0.8420 -2.0294
H: 0.4030 0.3189 -3.2364
H: 0.9993 -0.9127 -2.2202
H: 0.8694 0.7739 1.8668
H: 1.7251 0.9355 0.1183
H: 2.4347 -1.8908 1.0134
O: -0.2876 0.2876 -1.2293
O: 0.3236 -1.7486 0.1401
S: -1.5361 0.8381 1.0102

Atomic forces in eV per Å
2.7 3.1 -0.3
4.1 -0.7 0.0
-0.4 6.1 0.3
-1.5 -8.7 -4.6
-2.1 -2.0 -0.1
-0.6 0.2 1.2
0.8 -1.6 0.4
0.9 -1.1 -2.1
-0.5 -1.5 1.9
-3.6 2.9 -0.1
-2.5 1.1 -1.1
5.4 1.5 4.1
-2.7 0.7 0.5

(2)
Density functional theory data (ωB97M-V with the def2-TZVPD basis set) for an isolated molecule of C3H4S2 in a non-equilibrium geometry.

Computed properties:
HOMO, eV: -8.9
Multiplicity: 1
SMILES: S=C[C@H]1CS1

Geometry (Å):
S: 1.2889 1.6846 0.8911
C: 0.2073 0.5100 0.8698
C: 0.2322 -0.5751 -0.1881
C: -0.4878 -1.8596 -0.0248
S: -1.2344 -0.6551 -1.2092
H: -0.7017 0.4902 1.5344
H: 1.2176 -0.6552 -0.7371
H: -1.0523 -1.9715 0.8902
H: -0.0454 -2.7870 -0.5403

Atomic forces in eV per Å
0.2 0.2 0.3
-1.1 -0.9 -0.6
2.0 0.2 0.1
0.2 -0.7 -1.2
-0.2 -0.5 0.2
0.9 0.0 -0.5
-1.3 0.4 0.6
0.0 -0.3 0.0
-0.8 1.6 1.1

(3)
Density functional theory data (ωB97M-V with the def2-TZVPD basis set) for a structure of composition C31H28AsCuN2O2PS.

Computed properties:
Total charge: -1
HOMO, eV: -4.6
Multiplicity: 1

Geometry (Å):
Cu: 0.0977 0.3409 -0.4232
C: -1.3604 -3.1385 -1.2092
C: -0.9564 -3.8128 0.0828
As: -0.7520 -5.7766 0.0051
C: -2.5679 -6.2841 -0.5339
C: -2.7804 -7.4972 -1.1842
C: -4.0606 -7.9182 -1.5088
C: -5.1562 -7.1363 -1.1756
C: -4.9593 -5.9345 -0.5149
C: -3.6758 -5.5127 -0.1964
C: 0.1491 -5.8828 -1.7266
C: -0.4999 -5.8416 -2.9564
C: 0.2288 -5.8252 -4.1351
C: 1.6155 -5.8429 -4.0993
C: 2.2708 -5.8850 -2.8803
C: 1.5393 -5.9125 -1.7018
P: -1.5596 -1.3262 -0.9909
C: -3.0636 -1.2477 0.0553
C: -4.2758 -1.8749 -0.2342
C: -5.3395 -1.8143 0.6511
C: -5.2060 -1.1305 1.8528
C: -4.0050 -0.5117 2.1583
C: -2.9450 -0.5713 1.2643
C: -2.1050 -0.8351 -2.6678
C: -1.3769 0.1639 -3.3048
C: -1.7200 0.5926 -4.5785
C: -2.7884 0.0120 -5.2413
C: -3.5093 -1.0032 -4.6281
C: -3.1683 -1.4206 -3.3520
H: -2.2708 -3.5742 -1.6367
H: -0.5632 -3.2376 -1.9434
H: -1.6499 -3.6033 0.9032
H: 0.0175 -3.4350 0.4069
H: -1.9347 -8.1201 -1.4563
H: -4.2028 -8.8603 -2.0243
H: -6.1571 -7.4624 -1.4295
H: -5.8050 -5.3133 -0.2450
H: -3.5555 -4.5651 0.3118
H: -1.5812 -5.8014 -2.9983
H: -0.2889 -5.7763 -5.0852
H: 2.1831 -5.8122 -5.0208
H: 3.3533 -5.8879 -2.8430
H: 2.0623 -5.9440 -0.7517
H: -4.4001 -2.4326 -1.1536
H: -6.2756 -2.3017 0.4035
H: -6.0371 -1.0801 2.5455
H: -3.8889 0.0272 3.0902
H: -2.0117 -0.0750 1.5054
H: -0.5352 0.6289 -2.8082
H: -1.1535 1.3944 -5.0335
H: -3.0600 0.3482 -6.2346
H: -4.3403 -1.4707 -5.1427
H: -3.7375 -2.2254 -2.9034
O: 1.2565 -2.1556 -2.1095
C: 2.1133 -1.5575 -1.4603
C: 3.5873 -1.9645 -1.4456
C: 4.2464 -0.8765 -0.6217
C: 3.0644 -0.0592 -0.0838
O: 3.1780 0.8257 0.7390
N: 1.8970 -0.4826 -0.6607
H: 3.9462 -2.0560 -2.4708
H: 3.6595 -2.9538 -0.9879
H: 4.8704 -0.2066 -1.2150
H: 4.8508 -1.2325 0.2117
S: -1.0989 2.2575 -0.2563
C: -0.4252 3.0410 -1.5922
N: -0.0011 3.5934 -2.5198

Atomic forces in eV per Å
0.0 -0.4 0.0
-0.2 -0.1 -0.2
0.1 -0.1 0.1
0.0 0.0 0.0
0.1 0.1 0.0
0.1 -0.1 0.0
0.0 -0.1 0.0
-0.1 0.0 0.0
0.0 0.0 0.0
0.0 0.0 0.0
0.0 0.0 0.1
0.0 0.0 0.0
0.0 0.0 -0.1
0.0 0.0 -0.1
0.1 0.0 0.0
0.0 0.0 0.0
0.2 0.2 -0.1
-0.1 -0.1 0.0
0.0 -0.1 0.0
0.0 0.0 0.0
0.0 0.0 0.0
0.0 0.0 0.1
0.0 0.1 0.1
0.0 -0.1 0.0
0.0 0.1 0.0
0.0 0.0 0.0
0.0 0.0 0.0
0.0 0.0 0.0
0.0 -0.1 0.0
0.0 0.0 0.1
-0.1 0.0 0.0
0.0 0.0 0.0
0.0 0.0 0.0
0.0 0.0 0.0
0.0 0.0 0.0
0.0 0.0 0.0
0.0 0.0 0.0
0.0 0.0 0.0
0.0 0.0 0.0
0.0 0.0 0.0
0.0 0.0 0.0
0.0 0.0 0.0
0.0 0.0 0.0
0.0 0.0 0.1
0.0 0.0 0.0
0.0 0.0 0.0
0.0 0.0 0.0
0.0 0.0 0.0
0.0 0.0 0.0
0.0 0.0 0.0
0.0 0.0 0.0
0.0 0.0 0.0
0.1 0.0 -0.1
0.4 0.3 0.2
-0.2 -0.2 -0.2
-0.1 -0.1 -0.1
0.0 0.1 0.1
0.2 -0.1 0.0
0.0 0.0 0.0
-0.3 0.1 0.0
0.0 0.0 0.0
0.0 0.0 0.0
0.0 0.0 0.0
0.0 0.0 0.0
0.1 0.2 -0.1
-0.1 0.0 0.2
0.0 -0.1 0.0

(4)
Density functional theory data (ωB97M-V with the def2-TZVPD basis set) for a cluster of 5 separate species, C49H109NO6P3 in total in a non-equilibrium geometry.

Computed properties:
Total charge: +1
HOMO, eV: -6.8
Multiplicity: 1

Geometry (Å):
C: 3.5911 0.7716 -2.6227
C: 4.6037 0.4512 -1.5116
C: 4.2338 0.8798 -0.1150
C: 2.9045 0.1680 0.3378
P: 2.3441 0.4531 1.9958
C: 3.5285 -0.3757 3.1324
C: 3.5861 -1.8637 2.8583
C: 4.5830 -2.6238 3.7049
C: 4.1479 -3.1171 5.0855
C: 2.3115 2.2565 2.3479
C: 1.4238 3.0951 1.4241
C: 1.5637 4.5916 1.6822
C: 0.6518 5.0211 2.8266
C: 0.6822 -0.2314 2.0769
C: -0.0315 -0.1026 3.4170
C: -1.5909 -0.2955 3.2042
C: -1.9203 -1.5183 2.3834
H: 2.6640 0.1965 -2.5586
H: 3.9986 0.7075 -3.6289
H: 3.2466 1.7987 -2.4584
H: 5.5708 0.8283 -1.8592
H: 4.9036 -0.6017 -1.4704
H: 4.1908 1.9710 -0.1396
H: 4.9648 0.5013 0.6005
H: 3.0536 -0.8984 0.1613
H: 2.0202 0.5111 -0.2074
H: 3.4497 -0.1595 4.2027
H: 4.4801 0.1569 3.0020
H: 3.7706 -2.0674 1.8033
H: 2.6313 -2.3142 3.1451
H: 5.5584 -2.1265 3.7818
H: 4.8594 -3.6111 3.3253
H: 3.9353 -2.3792 5.8672
H: 4.9524 -3.6906 5.5440
H: 3.2576 -3.6992 4.8384
H: 3.2941 2.7236 2.2723
H: 1.9775 2.2845 3.3890
H: 0.3986 2.7381 1.4148
H: 1.7119 2.8603 0.3971
H: 1.1923 5.1426 0.8099
H: 2.5408 5.0786 1.7022
H: -0.2811 4.4525 2.8369
H: 0.2248 5.9937 2.5538
H: 1.0160 5.1064 3.8490
H: 0.7740 -1.3118 1.9336
H: 0.1297 0.1252 1.2042
H: 0.1107 0.7583 4.0706
H: 0.0957 -0.9969 4.0314
H: -1.9611 0.6021 2.6921
H: -2.0071 -0.2455 4.2109
H: -2.9914 -1.7249 2.3231
H: -1.5356 -2.4565 2.7948
H: -1.5525 -1.5185 1.3555
C: -2.5710 -3.2367 -2.6785
C: -1.6914 -4.2139 -3.4509
C: -0.9430 -3.5827 -4.6194
C: -0.0530 -4.5547 -5.3853
P: 1.7063 -4.8880 -4.9770
C: 1.8700 -5.5976 -3.2718
C: 1.2872 -7.0083 -3.2144
C: 1.0229 -7.5180 -1.7890
C: 0.4908 -6.5476 -0.7408
C: 2.4634 -5.9622 -6.2342
C: 3.8363 -6.5138 -5.8515
C: 4.2973 -7.6717 -6.7840
C: 4.3851 -7.1755 -8.2662
C: 2.6016 -3.2993 -4.9433
C: 3.9568 -3.4097 -4.1920
C: 3.8910 -3.0647 -2.7075
C: 5.2196 -3.1672 -1.9513
H: -2.0386 -2.3442 -2.3477
H: -3.2677 -3.7269 -2.0044
H: -3.2139 -2.7842 -3.4459
H: -2.3315 -5.0029 -3.8659
H: -1.0136 -4.8003 -2.8252
H: -0.3546 -2.8094 -4.1133
H: -1.6462 -3.0898 -5.2905
H: 0.0154 -4.1640 -6.4061
H: -0.5125 -5.5447 -5.4616
H: 1.2244 -4.9702 -2.6511
H: 2.8888 -5.4476 -2.9216
H: 1.9236 -7.7708 -3.6727
H: 0.3536 -7.1497 -3.7675
H: 1.7466 -8.2646 -1.4505
H: 0.2180 -8.2688 -1.8009
H: 1.1845 -5.7162 -0.5785
H: 0.2036 -6.9131 0.2419
H: -0.3978 -6.0620 -1.1604
H: 2.5105 -5.3903 -7.1601
H: 1.7377 -6.7807 -6.2639
H: 3.8673 -6.9228 -4.8398
H: 4.5845 -5.7216 -5.8731
H: 3.8098 -8.6025 -6.4939
H: 5.3384 -7.8692 -6.5138
H: 4.8291 -7.9585 -8.8743
H: 4.9964 -6.2758 -8.2053
H: 3.3984 -6.8791 -8.6200
H: 1.9988 -2.5079 -4.4977
H: 2.8144 -3.0918 -5.9950
H: 4.6984 -2.7429 -4.6350
H: 4.3695 -4.4173 -4.2672
H: 3.2139 -3.6573 -2.0935
H: 3.7030 -1.9916 -2.6340
H: 5.6906 -4.1442 -1.8264
H: 5.0429 -2.8558 -0.9184
H: 5.9959 -2.4842 -2.3123
C: -8.1489 3.2761 4.6525
C: -8.2191 3.9501 3.2527
C: -6.9006 3.8959 2.4792
C: -5.8340 4.8296 3.0097
P: -4.2793 4.8818 2.0646
C: -3.0790 5.3201 3.3369
C: -3.5303 6.3283 4.3963
C: -2.4469 6.9755 5.2540
C: -2.9319 7.7359 6.4833
C: -3.7163 3.3634 1.1866
C: -2.2161 3.2656 0.8484
C: -1.9038 2.2674 -0.2859
C: -0.4909 2.3338 -0.8760
C: -4.4598 6.1478 0.8044
C: -4.5197 7.5703 1.2816
C: -4.9854 8.6598 0.2659
C: -4.3972 8.5935 -1.1249
H: -7.1703 3.5438 5.0656
H: -8.2627 2.1979 4.6345
H: -8.7548 3.8751 5.3308
H: -8.4913 4.9952 3.4199
H: -8.9768 3.5931 2.5550
H: -6.9535 4.1250 1.4096
H: -6.3968 2.9234 2.5060
H: -5.5233 4.5255 4.0100
H: -6.1906 5.8633 3.0095
H: -2.3060 5.8254 2.7498
H: -2.7972 4.3490 3.7465
H: -4.2645 5.9038 5.0938
H: -4.2204 7.0851 4.0131
H: -1.9759 7.6802 4.5569
H: -1.6164 6.3306 5.5493
H: -3.6752 8.4802 6.1840
H: -2.1594 8.2537 7.0425
H: -3.5177 7.0103 7.0529
H: -4.1683 3.4663 0.1934
H: -4.1904 2.4720 1.5981
H: -1.6159 2.8021 1.6338
H: -1.8013 4.2414 0.5888
H: -2.5947 2.4622 -1.1117
H: -2.0640 1.2354 0.0311
H: 0.2184 1.5852 -0.5277
H: -0.0199 3.3081 -0.7244
H: -0.3517 2.1944 -1.9503
H: -5.3728 6.0301 0.2089
H: -3.6504 6.1054 0.0711
H: -3.5001 7.8831 1.5304
H: -5.1574 7.8608 2.1187
H: -4.9640 9.6132 0.7985
H: -6.0680 8.6453 0.0859
H: -3.3349 8.8218 -1.2141
H: -4.9677 9.2572 -1.7744
H: -4.5733 7.5874 -1.5130
O: 1.3385 -4.0851 1.8494
C: 2.3589 -4.9424 1.5755
O: 2.9686 -5.0205 0.4582
O: 2.8533 -5.7482 2.4307
H: 1.2713 -3.4719 1.1101
N: 0.4859 -2.0076 -1.4826
O: 0.0600 -0.8291 -1.4553
O: 0.6213 -2.6124 -0.3985
O: 0.9211 -2.5704 -2.5042

Atomic forces in eV per Å
-0.5 0.3 0.9
1.0 -1.1 -1.2
-0.9 -0.4 0.3
0.5 1.0 -0.8
0.9 0.0 1.0
0.3 1.0 0.3
-0.2 -0.8 0.4
1.9 -0.7 0.9
-0.5 0.8 0.1
-0.4 -0.3 0.1
1.3 -0.5 -0.6
-1.3 0.5 -0.4
-1.0 1.1 -0.1
0.5 -0.2 0.7
-2.4 -1.0 0.2
1.1 1.3 -0.3
-0.5 -1.1 0.0
0.2 -0.3 -0.1
0.1 -0.1 0.1
0.2 0.2 -0.2
0.0 0.8 0.5
-0.7 -0.2 -0.1
-0.2 0.0 0.6
0.4 0.5 -0.1
-0.4 -0.1 0.0
0.2 -0.3 -0.6
-1.0 -0.1 0.0
0.2 -0.3 -0.8
-0.1 -0.1 0.0
-0.2 0.1 -0.5
-0.1 0.4 -0.1
-0.4 0.3 -1.2
-0.3 0.3 -0.3
-0.2 -0.5 -0.3
0.1 -0.4 0.8
0.3 -0.6 0.3
0.1 0.3 0.1
-0.2 0.4 0.6
0.4 0.2 0.0
-0.4 -0.4 -0.2
0.5 -0.9 0.6
0.3 -0.6 0.1
0.4 0.3 0.4
0.4 -0.2 -0.1
0.3 0.0 -0.5
-0.1 0.2 0.1
0.4 0.3 -0.4
1.1 0.1 0.0
-0.2 0.0 -0.1
-0.3 -0.5 -0.1
-0.1 0.4 0.0
0.3 0.2 0.3
0.1 0.4 0.0
-0.2 0.5 -1.7
-0.4 -1.2 -0.3
0.5 0.5 1.6
0.4 -0.4 -0.9
0.1 1.2 2.2
-1.1 0.0 -1.2
0.2 -1.1 0.5
-1.3 -1.9 1.1
0.5 1.6 -0.7
-0.5 0.0 1.0
0.5 -0.8 -0.2
1.0 1.3 0.0
-0.7 -0.7 1.6
0.7 -0.4 -0.2
0.0 -0.3 0.6
1.1 0.3 0.6
0.7 0.1 0.4
0.2 -0.4 0.8
0.4 0.2 0.5
-0.3 -0.1 0.0
-0.2 0.0 0.0
0.2 0.5 0.2
0.1 0.1 -0.6
0.0 -0.1 -0.2
0.1 -0.2 -0.2
-0.1 0.0 -0.1
0.2 0.4 -0.1
0.0 -0.5 0.0
0.4 0.3 -0.1
-0.1 0.8 -0.1
1.0 1.0 0.3
-0.3 0.1 -0.9
0.1 -0.2 0.2
0.3 -0.6 -0.2
-0.2 -0.1 0.0
-0.3 -0.2 -0.1
0.1 -0.1 -0.6
-0.3 0.2 0.1
0.0 0.0 -0.2
-0.6 0.1 -0.7
0.0 0.0 0.2
0.0 0.3 -0.3
0.2 -0.1 -0.4
0.1 -0.2 -0.4
-0.2 -0.1 -0.1
-0.2 0.3 -0.1
-0.1 0.0 -0.2
0.0 0.0 -0.2
-0.5 0.3 -0.3
-0.9 -0.1 0.0
-0.3 -0.2 -0.4
-0.2 0.0 0.0
0.0 0.0 -0.3
0.8 1.5 -0.8
0.2 0.0 -0.2
1.1 -0.2 -0.5
0.3 -0.2 -0.1
-0.3 -0.1 0.3
-0.1 1.0 -0.6
-1.6 -0.3 1.6
1.2 1.1 -1.1
-1.4 -0.4 -0.8
-0.4 0.4 -0.7
0.8 -1.1 0.3
-0.4 0.0 -1.3
1.0 0.5 -0.4
-0.6 0.6 -0.8
0.5 2.6 0.0
-0.9 -0.4 0.0
0.0 0.1 -0.1
0.3 -0.5 -0.1
-0.3 0.1 0.3
-0.8 -0.9 0.0
0.2 0.1 -0.1
-0.3 -0.4 0.5
-0.8 -0.1 0.0
-0.7 -0.4 0.1
-0.2 0.2 0.1
0.1 0.1 0.3
0.6 -0.5 0.3
0.6 0.2 0.1
0.3 -0.8 0.0
0.7 0.4 -0.6
0.3 0.2 0.2
-0.3 -0.5 -0.1
0.1 0.2 0.0
0.1 -0.3 0.1
0.4 0.2 0.7
-0.4 0.1 0.1
0.4 -0.1 0.3
-0.3 0.8 0.8
0.0 0.1 0.1
-0.2 -0.1 0.0
-0.3 0.1 0.1
-0.3 -0.1 0.5
-0.2 0.1 0.2
-1.0 -0.1 -0.1
-0.1 -0.8 0.2
0.1 -0.4 0.1
0.0 -0.1 0.4
0.1 -1.0 0.4
0.9 0.2 -0.3
-0.1 -0.8 0.3
0.0 0.0 0.1
0.2 0.1 -0.1
0.1 0.0 -0.1
-0.1 0.1 0.5
5.0 -4.1 -0.1
-1.9 2.6 -1.3
-2.7 1.8 1.5
-0.1 -0.2 -0.6
1.6 -0.3 1.5
-0.2 -0.1 -0.8
-0.6 0.2 0.0
-0.8 0.8 -0.4

(5)
Density functional theory data (ωB97M-V with the def2-TZVPD basis set) for a cluster of 2 separate species, C4H10NO2S in total in a non-equilibrium geometry.

Computed properties:
Total charge: -1
HOMO, eV: -2.9
Multiplicity: 1

Geometry (Å):
O: 0.9272 0.7614 -2.7056
C: 0.2602 0.6103 -1.6912
N: -0.6178 -0.4270 -1.6232
C: -1.3592 -0.9452 -0.4807
C: -0.6804 -1.1060 0.9229
S: 0.8295 -2.1988 0.6684
C: 0.1436 1.7150 -0.6864
H: -0.6069 -0.9929 -2.4567
H: -2.2859 -0.3441 -0.4036
H: -1.5644 -1.9952 -0.6897
H: -0.1057 -0.2720 1.2936
H: -1.5498 -1.2825 1.5635
H: 1.0696 2.2401 -0.4503
H: -0.2661 1.4986 0.2896
H: -0.5622 2.4393 -1.1051
H: 2.2228 0.0906 1.7706
H: 2.1669 -0.2726 3.1691
O: 1.9784 0.4810 2.6148

Atomic forces in eV per Å
0.5 0.2 0.0
-0.9 -0.3 -0.7
0.4 0.1 0.4
0.0 0.4 0.9
1.3 0.2 -1.8
-0.8 -0.3 0.6
-0.1 0.8 0.9
0.3 -0.1 0.2
0.0 -0.4 0.2
-0.4 0.2 -0.4
-0.8 0.8 0.1
0.5 -0.8 0.4
0.2 -0.2 -0.6
-0.2 -0.7 0.1
0.2 0.0 -0.2
-0.3 -0.1 -0.7
-0.2 -0.4 0.5
0.3 0.4 0.1

(6)
Density functional theory data (ωB97M-V with the def2-TZVPD basis set) for a cluster of 2 separate species, C3H5NOS in total in a non-equilibrium geometry.

Computed properties:
HOMO, eV: -9.2
Multiplicity: 1
SMILES: N=C=O.C=CS

Geometry (Å):
N: 3.0152 -3.2993 0.4910
C: 2.0158 -2.8984 -0.0529
O: 0.9393 -2.6801 -0.4894
H: 3.9069 -2.9364 0.2714
C: -1.1451 2.8039 -0.2172
C: -1.6154 1.6760 0.3291
S: -1.1945 -0.1080 -0.0033
H: -1.1992 3.7837 0.1905
H: -0.5218 2.7789 -1.1067
H: -2.2575 1.8200 1.1310
H: -1.9438 -0.9402 -0.5433

Atomic forces in eV per Å
-0.3 -0.1 0.2
-2.6 -0.1 -0.8
1.9 -0.1 0.6
1.0 0.3 -0.1
1.1 -2.1 -1.1
-0.4 0.0 -1.6
4.3 3.2 2.1
-0.7 0.4 0.7
0.0 -0.2 0.0
-1.0 -0.2 1.6
-3.3 -1.1 -1.7

Taking the records one at a time from the top gives relative energy (zero: lowest compared OMol25 entry of this formula, charge and spin) values of 4.537 0.827 0.365 5.056 1.394 2.464 eV.
Taking the records one at a time from the top gives lowest unoccupied orbital energy values of -0.1585 -0.4468 2.3995 -2.2098 3.7777 0.7455 eV.